# 1
This record from the OMol25 dataset describes a molecular structure, C2H7N3O2 at a distorted geometry. The level of theory is ωB97M-V with the def2-TZVPD basis set.

Geometry as XYZ:
```
14
Properties=species:S:1:pos:R:3:lowdin_spin:R:1
N 2.23 0.89 0.39 0.031
C 2.06 0.86 -0.95 0.050
O 2.75 1.63 -1.69 0.797
O 1.21 0.06 -1.45 0.104
H 2.09 0.03 0.90 0.004
H 3.12 1.31 0.61 0.003
N -2.48 -0.89 1.07 0.000
C -1.51 -0.98 0.15 0.000
N -1.12 0.00 -0.61 0.007
H -2.73 -0.02 1.51 0.000
H -2.76 -1.73 1.55 0.000
H -1.25 -2.00 -0.08 0.000
H 0.02 -0.02 -0.94 0.004
H -1.63 0.87 -0.47 0.000
```

Calculated values
Net charge   +1
HOMO (alpha / beta)   -0.5537 / -0.5526 Ha
Spin multiplicity   2
HOMO-LUMO gap (alpha / beta)   0.4361 / 0.2637 Eh
Energy   -394.86301 a.u.
ΔE to the lowest compared entry with this formula, charge and spin   39.7 kJ/mol

***

# 2
This record from the OMol25 dataset describes a single C2H7N3O3 molecule. The level of theory is ωB97M-V with the def2-TZVPD basis set.

Geometry as XYZ:
```
15
Properties=species:S:1:pos:R:3:lowdin_charge:R:1
C 0.14 -0.59 -1.08 -0.803
O -0.44 0.39 -1.98 0.004
O 0.24 -1.77 -1.82 0.049
O 1.24 -0.20 -0.46 -0.075
H 0.19 0.47 -2.71 0.101
H 0.91 -2.29 -1.37 0.102
C -0.17 0.28 0.88 -0.468
N -0.44 1.59 0.73 0.188
N 0.24 -0.17 2.09 0.183
N -0.83 -0.67 0.05 0.136
H 0.88 0.41 2.62 0.114
H 0.45 -1.15 2.11 0.118
H -0.58 1.85 -0.25 0.111
H -0.04 2.26 1.37 0.114
H -1.78 -0.41 -0.18 0.127
```

Calculated values
HOMO   -0.3353 Ha
HOMO-LUMO gap   0.3590 Eh
Energy   -470.39382 a.u.
ΔE to the lowest compared entry with this formula, charge and spin   119.2 kJ/mol

***

# 3
This record from the OMol25 dataset describes a single C2H7N3OS molecule at a distorted geometry. The level of theory is ωB97M-V with the def2-TZVPD basis set.

Geometry as XYZ:
```
14
Properties=species:S:1:pos:R:3:lowdin_charge:R:1
C -0.88 1.65 0.14 0.034
O 0.56 1.25 -0.45 -0.116
C 0.64 -0.14 -0.54 -0.607
N 1.62 -0.99 -0.52 -0.323
S 3.08 -0.21 0.06 0.571
N -0.63 -0.70 -0.26 -0.120
N -1.02 -2.08 0.16 -0.017
H -0.85 2.68 0.40 0.067
H -1.07 1.05 1.10 0.127
H -1.60 1.71 -0.54 0.026
H 2.50 1.20 0.78 0.024
H -1.17 -0.49 -1.01 0.064
H -0.38 -2.68 -0.59 0.134
H -0.80 -2.27 1.27 0.135
```

Calculated values
HOMO   -0.2978 Ha
SMILES string   CO/C(=N\S)NN
HOMO-LUMO gap   0.3195 Eh
Energy   -717.89666 a.u.
ΔE to the lowest compared entry with this formula, charge and spin   470.6 kJ/mol

***

# 4
This record from the OMol25 dataset describes 2 unconnected molecules or ions with the total composition C2H7N3S2 at a distorted geometry. The level of theory is ωB97M-V with the def2-TZVPD basis set.

Geometry as XYZ:
```
14
Properties=species:S:1:pos:R:3:lowdin_charge:R:1
C -0.48 0.91 -0.53 -0.356
C 0.42 -0.24 -0.23 -0.579
H -0.53 1.55 1.39 0.080
H -1.67 2.29 0.14 0.168
H -1.19 0.59 -1.38 0.114
H 0.16 1.71 -1.02 0.119
H 0.35 -2.12 0.89 0.046
H -2.32 -1.20 0.89 -0.127
H 4.06 -0.33 -0.80 0.054
N -1.20 1.33 0.63 -0.035
N -0.13 -1.45 0.28 -0.338
N 1.68 0.05 -0.25 -0.454
S -1.84 -1.95 -0.17 0.706
S 2.70 -1.14 0.16 0.600
```

Calculated values
HOMO   -0.3032 Ha
HOMO-LUMO gap   0.2948 Eh
Energy   -1040.90441 a.u.
ΔE to the lowest compared entry with this formula, charge and spin   308.8 kJ/mol

***

# 5
This record from the OMol25 dataset describes 2 unconnected molecules or ions with the total composition C2H7N4 at a distorted geometry. The level of theory is ωB97M-V with the def2-TZVPD basis set.

Geometry as XYZ:
```
13
Properties=species:S:1:pos:R:3:lowdin_charge:R:1
C -0.44 -1.50 -0.25 -0.178
C 1.11 0.27 -0.86 0.071
N 0.76 3.15 1.76 -0.020
N 0.23 2.50 0.97 0.014
N -1.63 -1.97 -0.13 0.207
N -0.07 -0.35 -0.64 -0.001
H 0.34 -2.22 -0.09 0.163
H 1.26 1.33 -0.84 0.045
H 1.94 -0.47 -0.74 0.113
H 1.78 3.43 1.75 0.103
H -1.86 -2.90 0.14 0.137
H -2.46 -1.40 -0.14 0.142
H -0.97 0.13 -0.93 0.205
```

Calculated values
Net charge   +1
HOMO (alpha / beta)   -0.4169 / -0.4646 Ha
HOMO-LUMO gap (alpha / beta)   0.2382 / 0.3435 Eh
Energy   -299.04721 a.u.
ΔE to the lowest compared entry with this formula, charge and spin   459.0 kJ/mol

***

# 6
This record from the OMol25 dataset describes 2 unconnected molecules or ions with the total composition C2H7N4 at a distorted geometry. The level of theory is ωB97M-V with the def2-TZVPD basis set.

Geometry as XYZ:
```
13
Properties=species:S:1:pos:R:3:lowdin_charge:R:1
C 1.08 0.53 0.09 -0.132
C -0.32 -1.39 -0.44 0.145
N -1.54 1.79 0.36 -0.031
N 0.66 -0.79 0.20 0.023
N 2.29 0.82 -0.02 0.156
N -2.35 0.89 0.23 -0.173
H -0.61 -1.14 -1.41 0.093
H -0.52 -2.39 -0.13 0.107
H 1.06 -1.20 1.08 0.201
H 2.61 1.82 -0.25 0.182
H 3.03 0.08 -0.15 0.162
H -2.79 0.72 -0.71 0.113
H -2.61 0.26 1.14 0.155
```

Calculated values
Net charge   +1
HOMO (alpha / beta)   -0.4175 / -0.4175 Ha
HOMO-LUMO gap (alpha / beta)   0.2076 / 0.2076 Eh
Energy   -298.95713 a.u.
ΔE to the lowest compared entry with this formula, charge and spin   695.5 kJ/mol

***

# 7
This record from the OMol25 dataset describes 2 unconnected molecules or ions with the total composition C2H7N4 at a distorted geometry. The level of theory is ωB97M-V with the def2-TZVPD basis set.

Geometry as XYZ:
```
13
Properties=species:S:1:pos:R:3:lowdin_charge:R:1
C -0.43 0.56 -2.10 -0.249
C 0.68 -1.37 1.93 0.123
N 0.01 0.58 -1.04 0.146
N 0.50 -0.50 1.04 -0.035
N -1.05 0.77 -3.19 0.197
N -0.09 0.70 1.41 0.085
H 1.16 -2.27 1.60 0.107
H 0.65 -1.18 3.02 0.133
H 0.38 -0.42 0.02 0.054
H -1.43 1.66 -3.32 0.135
H -0.74 0.07 -3.82 0.130
H 0.10 1.10 2.29 0.107
H -0.12 1.32 0.61 0.067
```

Calculated values
Net charge   +1
HOMO   -0.5237 Ha
HOMO-LUMO gap   0.3825 Eh
Energy   -299.08957 a.u.
ΔE to the lowest compared entry with this formula, charge and spin   347.8 kJ/mol

***

# 8
This record from the OMol25 dataset describes a gas-phase ion, C2H7N4O (charge +1) at a distorted geometry. The level of theory is ωB97M-V with the def2-TZVPD basis set.

Geometry as XYZ:
```
14
Properties=species:S:1:pos:R:3:lowdin_spin:R:1
C -1.39 -1.17 -0.15 0.040
C -0.44 -0.04 -0.80 0.086
N -2.28 1.18 -0.07 0.969
N -1.06 0.99 -0.01 0.430
N 0.86 -0.30 -0.54 0.062
N 1.31 -0.26 0.80 0.027
O -2.42 -0.96 0.38 0.246
H -0.84 -2.21 -0.15 0.039
H -0.71 0.04 -1.93 0.011
H -2.84 1.43 0.86 0.052
H 1.67 -0.38 -1.14 0.001
H 2.09 0.38 0.96 0.002
H -0.60 1.23 0.90 0.031
H 1.65 -1.20 0.97 0.005
```

Calculated values
Net charge   +1
HOMO (alpha / beta)   -0.4608 / -0.5280 Ha
Spin multiplicity   3
HOMO-LUMO gap (alpha / beta)   0.3214 / 0.2303 Eh
Energy   -374.15804 a.u.
ΔE to the lowest compared entry with this formula, charge and spin   294.3 kJ/mol

***

# 9
This record from the OMol25 dataset describes 2 unconnected molecules or ions with the total composition C2H7N4S at a distorted geometry. The level of theory is ωB97M-V with the def2-TZVPD basis set.

Geometry as XYZ:
```
14
Properties=species:S:1:pos:R:3:lowdin_charge:R:1
C -2.33 -0.53 0.21 -0.312
C 0.90 -0.51 0.43 -0.138
N -1.58 -1.57 0.20 -0.262
N -1.98 0.61 -0.36 -0.011
N 3.69 -0.23 -0.18 0.027
N -2.77 1.63 -0.17 0.101
S -0.04 -1.58 -0.27 1.011
H -3.36 -0.40 0.62 0.145
H 2.03 -0.23 0.41 -0.002
H 4.07 0.34 -0.90 0.042
H 4.34 -0.62 0.49 0.062
H -3.70 1.52 0.40 0.172
H 3.30 -1.06 -0.63 0.040
H -2.55 2.60 -0.24 0.125
```

Calculated values
Net charge   +1
HOMO (alpha / beta)   -0.5171 / -0.4807 Ha
HOMO-LUMO gap (alpha / beta)   0.2993 / 0.2530 Eh
Energy   -697.14259 a.u.
ΔE to the lowest compared entry with this formula, charge and spin   534.1 kJ/mol

***

# 10
This record from the OMol25 dataset describes a single C2H7N5 molecule at a distorted geometry. The level of theory is ωB97M-V with the def2-TZVPD basis set.

Geometry as XYZ:
```
14
Properties=species:S:1:pos:R:3:lowdin_charge:R:1
H -0.64 2.14 0.30 0.053
N 0.27 1.85 -0.08 0.115
C 0.45 0.67 0.22 -0.439
C -0.51 -0.34 0.92 -0.084
N -1.72 -0.72 0.50 -0.051
N -2.23 -0.33 -0.81 -0.042
N 1.75 0.17 -0.05 -0.088
N 1.88 -1.20 -0.29 -0.004
H -0.19 -0.72 1.85 0.077
H -2.07 0.73 -1.06 0.099
H -3.28 -0.39 -0.76 0.080
H 2.36 0.74 -0.60 0.120
H 2.82 -1.53 -0.13 0.076
H 1.78 -1.33 -1.31 0.088
```

Calculated values
HOMO   -0.3420 Ha
SMILES string   [H]/N=C(\C=N/N)NN
HOMO-LUMO gap   0.3761 Eh
Energy   -354.08238 a.u.
ΔE to the lowest compared entry with this formula, charge and spin   286.2 kJ/mol